No. 1
The following is a DFT calculation (ωB97M-V/def2-TZVPD) of a molecular structure, C41H33BrFN2O7OsS2Si in a non-equilibrium geometry.

Last column: Mulliken charge in e.
CARTESIAN COORDINATES (ANGSTROEM)
1 Os 1.003 -1.187 -0.263  1.970
2 C -1.671 -2.104 2.297  -1.192
3 Si -0.218 -1.031 2.902  0.525
4 C 0.425 -1.766 4.548  -1.336
5 C -0.822 0.774 3.157  -0.901
6 N 1.089 -0.914 1.715  -0.065
7 C 2.373 -0.831 2.147  0.334
8 C 2.762 -0.137 3.306  -0.284
9 C 4.067 -0.133 3.747  -1.017
10 C 5.053 -0.824 3.061  -0.599
11 C 4.723 -1.488 1.887  -0.725
12 C 3.422 -1.461 1.450  0.570
13 F 3.108 -2.096 0.265  -0.273
14 H -2.572 -1.859 2.852  0.521
15 H -1.463 -3.157 2.453  0.302
16 H -1.867 -1.955 1.240  0.294
17 H -0.364 -2.320 5.047  0.468
18 H 0.788 -1.018 5.246  0.371
19 H 1.233 -2.459 4.342  0.356
20 H -1.810 0.793 3.604  0.365
21 H -0.870 1.293 2.205  0.060
22 H -0.165 1.345 3.805  0.440
23 H 2.006 0.424 3.827  0.416
24 H 4.321 0.423 4.637  0.455
25 H 6.072 -0.833 3.414  0.402
26 H 5.470 -2.013 1.312  0.495
27 O -0.738 6.817 -0.229  -0.538
28 C 0.101 6.225 0.670  0.510
29 O 0.407 6.839 1.669  -0.615
30 C 0.571 4.868 0.361  1.194
31 C 0.170 4.129 -0.763  -0.433
32 C 0.683 2.875 -1.002  -1.258
33 C 1.625 2.321 -0.132  0.541
34 S 2.412 0.816 -0.547  -0.477
35 C 2.020 3.036 1.003  -0.399
36 C 1.494 4.282 1.243  -0.907
37 H -0.920 6.227 -0.972  0.327
38 H -0.553 4.523 -1.469  0.105
39 H 0.391 2.299 -1.865  0.582
40 H 2.742 2.600 1.679  0.461
41 H 1.793 4.853 2.109  0.485
42 O 1.285 -3.529 1.923  -0.599
43 C 0.805 -3.909 0.842  -0.443
44 N 0.289 -3.030 -0.110  1.630
45 C -0.234 -3.734 -1.200  0.110
46 O -0.815 -3.187 -2.138  -0.685
47 C 0.037 -5.134 -0.959  -0.067
48 C -0.168 -6.268 -1.736  -0.631
49 C 0.242 -7.488 -1.241  -0.515
50 C 0.846 -7.594 0.023  -0.528
51 C 1.062 -6.482 0.805  -0.427
52 C 0.667 -5.240 0.314  0.068
53 H -0.625 -6.187 -2.711  0.502
54 H 0.104 -8.382 -1.833  0.376
55 H 1.151 -8.570 0.377  0.396
56 H 1.535 -6.560 1.774  0.466
57 Br 0.669 -4.548 -6.941  -0.235
58 C 0.756 -2.735 -6.349  -0.197
59 C 0.801 -1.737 -7.307  -0.402
60 C 0.865 -0.417 -6.894  -0.602
61 C 0.881 -0.116 -5.545  -0.515
62 C 0.849 -1.132 -4.597  0.519
63 C 0.781 -2.461 -4.994  -0.099
64 C 0.833 -0.742 -3.141  0.109
65 O 0.383 0.361 -2.837  -0.589
66 O 1.313 -1.582 -2.316  -0.664
67 H 0.776 -1.987 -8.358  0.391
68 H 0.900 0.375 -7.627  0.383
69 H 0.909 0.906 -5.199  0.419
70 H 0.712 -3.240 -4.250  0.542
71 C -3.232 5.751 1.515  -0.469
72 C -4.603 6.155 1.082  0.617
73 O -5.126 7.206 1.325  -0.568
74 S -5.574 4.960 0.164  -0.166
75 C -4.488 3.557 -0.050  -0.603
76 C -3.620 3.519 -1.136  -0.351
77 C -2.730 2.475 -1.262  -0.407
78 C -2.700 1.453 -0.306  -0.308
79 C -3.645 1.451 0.727  -0.580
80 C -4.535 2.500 0.849  -0.226
81 C -1.665 0.499 -0.357  0.461
82 C -0.692 -0.234 -0.358  -1.506
83 H -2.586 6.626 1.489  0.253
84 H -2.808 4.956 0.909  -0.034
85 H -3.284 5.400 2.546  0.301
86 H -3.645 4.319 -1.861  0.497
87 H -2.038 2.428 -2.088  0.776
88 H -3.665 0.636 1.434  0.580
89 H -5.261 2.517 1.647  0.486

Output
Gap between HOMO and LUMO (alpha / beta)   4.556 / 5.579 eV
Multiplicity   5
LUMO (alpha / beta)   1.93 / -0.30 eV
Net charge   -1
ΔE to the lowest compared entry with this formula, charge and spin   162.3 kJ/mol

***

No. 2
The following is a DFT calculation (ωB97M-V/def2-TZVPD) of a molecular structure, C41H33KN3O4PS.

Last column: Mulliken charge in e.
CARTESIAN COORDINATES (ANGSTROEM)
1 K -1.529 -0.722 -0.459  0.922
2 C -0.535 2.508 2.843  -0.778
3 C -1.511 1.400 3.124  0.315
4 C -2.765 1.674 3.665  -0.367
5 C -3.681 0.661 3.887  -0.498
6 C -3.362 -0.653 3.568  -0.465
7 C -2.118 -0.941 3.030  -0.418
8 C -1.203 0.082 2.813  0.485
9 H -0.989 3.234 2.165  0.259
10 H 0.370 2.117 2.375  -0.419
11 H -0.236 3.016 3.765  0.415
12 H -3.038 2.704 3.870  0.322
13 H -4.666 0.901 4.270  0.321
14 H -4.092 -1.441 3.711  0.359
15 H -1.847 -1.955 2.759  0.398
16 H -0.243 -0.157 2.370  0.166
17 C 5.684 -4.176 4.451  -0.392
18 C 4.415 -4.695 4.668  -0.558
19 C 3.304 -4.059 4.128  -0.412
20 C 3.432 -2.907 3.353  0.020
21 C 4.715 -2.400 3.144  0.076
22 C 5.828 -3.023 3.689  -0.687
23 P 1.883 -2.196 2.626  -0.171
24 C 2.478 -0.465 2.394  0.115
25 C 2.641 0.138 1.150  0.267
26 C 3.069 1.458 1.055  -0.655
27 C 3.344 2.192 2.200  -0.436
28 C 3.171 1.604 3.447  -0.645
29 C 2.730 0.293 3.539  -0.529
30 C 1.897 -2.844 0.924  0.382
31 C 2.887 -3.696 0.432  -0.520
32 C 2.843 -4.092 -0.899  -0.614
33 C 1.831 -3.595 -1.710  -0.948
34 C 0.869 -2.734 -1.185  0.405
35 C 0.820 -2.333 0.165  -0.502
36 H 6.554 -4.664 4.874  0.349
37 H 4.289 -5.592 5.262  0.367
38 H 2.312 -4.461 4.306  0.357
39 H 4.840 -1.507 2.543  0.417
40 H 6.815 -2.611 3.511  0.372
41 H 2.405 -0.423 0.254  0.329
42 H 3.169 1.914 0.077  0.359
43 H 3.667 3.223 2.123  0.324
44 H 3.359 2.174 4.350  0.348
45 H 2.576 -0.154 4.516  0.378
46 H 3.694 -4.047 1.067  0.236
47 H 3.598 -4.762 -1.298  0.349
48 H 1.792 -3.876 -2.759  0.375
49 H 0.123 -2.369 -1.895  0.161
50 O -2.118 -0.467 -3.010  -0.477
51 C -1.611 -0.120 -4.108  0.164
52 C -2.027 -0.719 -5.349  -0.737
53 C -1.491 -0.377 -6.565  -0.368
54 C -0.490 0.598 -6.666  -0.800
55 C -0.072 1.214 -5.498  -0.641
56 C -0.604 0.908 -4.245  0.304
57 C -0.178 1.701 -3.089  -0.095
58 N -0.128 1.379 -1.810  0.304
59 C 0.324 2.493 -1.146  -0.049
60 C 0.583 3.501 -2.021  -1.237
61 N 0.240 2.993 -3.255  0.074
62 H -2.800 -1.476 -5.271  0.390
63 H -1.845 -0.878 -7.462  0.354
64 H -0.040 0.847 -7.619  0.355
65 H 0.728 1.948 -5.558  0.413
66 H 0.418 2.507 -0.072  0.389
67 H 0.923 4.512 -1.884  0.431
68 H 0.191 3.496 -4.122  0.261
69 O -6.193 0.681 0.056  -0.818
70 S -4.831 0.425 -0.367  1.083
71 O -4.476 -0.976 -0.483  -0.635
72 N -3.748 1.224 0.496  -0.132
73 C -3.238 2.281 -0.176  -0.266
74 O -2.488 3.139 0.283  -0.683
75 C -3.652 2.284 -1.633  0.703
76 C -3.174 3.095 -2.646  -0.394
77 C -3.611 2.848 -3.941  -0.481
78 C -4.512 1.818 -4.207  -0.407
79 C -4.993 1.011 -3.185  -0.731
80 C -4.540 1.269 -1.907  0.327
81 H -2.446 3.864 -2.415  0.387
82 H -3.222 3.436 -4.765  0.338
83 H -4.804 1.620 -5.231  0.344
84 H -5.658 0.182 -3.387  0.396

Output
Gap between HOMO and LUMO   6.007 eV
LUMO   4.14 eV
Net charge   -2
ΔE to the lowest compared entry with this formula, charge and spin   1.4 kJ/mol

***

No. 3
The following is a DFT calculation (ωB97M-V/def2-TZVPD) of a molecular structure, C41H33N5O4PbS3.

Last column: Mulliken charge in e.
CARTESIAN COORDINATES (ANGSTROEM)
1 Pb 0.077 -0.510 -0.168  0.862
2 C -2.180 -1.909 4.137  -0.939
3 O -2.126 -0.691 3.409  -0.364
4 C -3.108 -0.447 2.519  0.871
5 C -4.219 -1.267 2.327  -0.615
6 C -5.177 -0.931 1.380  -0.635
7 C -5.041 0.208 0.595  -1.055
8 C -3.925 1.010 0.755  -0.086
9 C -2.969 0.701 1.723  0.912
10 N -1.846 1.503 1.972  -0.267
11 N -1.699 2.513 1.260  -0.045
12 C -0.546 3.136 1.063  0.515
13 C 0.722 2.536 1.512  0.271
14 O 0.753 1.441 2.070  -0.548
15 C 1.932 3.321 1.257  -0.982
16 C 1.869 4.528 0.676  -0.763
17 C 0.625 5.128 0.238  1.039
18 C 0.612 6.387 -0.373  -0.859
19 C -0.571 6.953 -0.794  -0.631
20 C -1.772 6.261 -0.610  -0.729
21 C -1.781 5.021 -0.012  -0.406
22 C -0.583 4.439 0.428  0.895
23 H -3.062 -1.946 4.779  0.449
24 H -1.283 -1.929 4.749  0.102
25 H -2.173 -2.767 3.461  0.404
26 H -4.338 -2.168 2.907  0.414
27 H -6.032 -1.582 1.248  0.354
28 H -5.792 0.465 -0.140  0.413
29 H -3.766 1.882 0.135  0.120
30 H 2.871 2.870 1.548  0.426
31 H 2.782 5.087 0.501  0.369
32 H 1.552 6.909 -0.514  0.399
33 H -0.572 7.926 -1.268  0.418
34 H -2.702 6.700 -0.948  0.420
35 H -2.706 4.475 0.115  0.291
36 O -2.624 1.965 -2.055  -0.742
37 C -1.473 1.551 -2.217  -0.364
38 O -1.099 0.335 -2.143  -0.053
39 C -0.435 2.600 -2.628  0.315
40 C -0.938 3.663 -3.365  -0.910
41 C -0.110 4.617 -3.941  -0.593
42 C 1.269 4.528 -3.788  -0.704
43 C 1.794 3.513 -3.018  -0.953
44 C 0.963 2.548 -2.404  1.728
45 S 1.770 1.500 -1.311  -0.149
46 H -2.011 3.716 -3.484  0.459
47 H -0.541 5.426 -4.517  0.425
48 H 1.925 5.250 -4.256  0.423
49 H 2.860 3.449 -2.843  0.451
50 S 3.775 -3.581 1.198  -0.444
51 C 3.121 -3.073 2.724  0.958
52 C 3.482 -3.464 4.010  -0.713
53 C 2.809 -2.889 5.071  -0.525
54 C 1.798 -1.942 4.858  -0.904
55 C 1.437 -1.556 3.583  -0.427
56 C 2.109 -2.136 2.507  -1.067
57 N 1.873 -1.859 1.170  0.690
58 C 2.659 -2.519 0.382  0.704
59 C 2.587 -2.377 -1.085  0.217
60 C 3.452 -3.096 -1.910  -0.833
61 C 3.355 -2.974 -3.286  -0.909
62 C 2.393 -2.132 -3.833  -0.889
63 C 1.540 -1.413 -3.005  -0.688
64 C 1.611 -1.524 -1.618  0.488
65 H 4.263 -4.193 4.176  0.404
66 H 3.075 -3.167 6.082  0.394
67 H 1.294 -1.504 5.710  0.464
68 H 0.676 -0.806 3.398  0.909
69 H 4.200 -3.755 -1.482  0.392
70 H 4.030 -3.525 -3.928  0.389
71 H 2.315 -2.036 -4.910  0.468
72 H 0.798 -0.750 -3.441  0.664
73 C -1.300 -3.197 -3.900  -1.015
74 N -2.297 -2.525 -3.108  0.204
75 C -3.402 -1.803 -3.726  -0.625
76 C -4.084 -1.130 -2.527  -0.225
77 N -3.482 -1.848 -1.402  -0.010
78 C -2.361 -2.493 -1.775  -0.026
79 S -1.262 -3.201 -0.702  -0.432
80 H -1.756 -3.996 -4.491  0.339
81 H -0.553 -3.621 -3.234  0.261
82 H -0.817 -2.487 -4.573  0.317
83 H -4.058 -2.506 -4.249  0.340
84 H -3.024 -1.076 -4.446  0.373
85 H -5.166 -1.262 -2.536  0.473
86 H -3.842 -0.070 -2.462  -0.128
87 H -3.519 -1.453 -0.475  0.060

Output
Gap between HOMO and LUMO (alpha / beta)   5.935 / 5.426 eV
LUMO (alpha / beta)   -1.68 / -2.04 eV
Net charge   0
ΔE to the lowest compared entry with this formula, charge and spin   0.0 kJ/mol